<P>
Formula: C17H25F3N4O3
Source: the Open Molecules 2025 dataset
Level of theory: the ωB97M-V functional and the def2-TZVPD basis

Output
Structure (SMILES): CCCNC(=O)[C@H](c1n[nH]cc1C)N1CC[C@@H](C(F)(F)F)C[C@H]1C(=O)OC
Kohn-Sham gap in Eh: 0.345

Geometry as XYZ:
```
52
C17H25F3N4O3, DFT the ωB97M-V functional and the def2-TZVPD basis
C -0.1124 -2.8810 -2.1604
C 0.9571 -1.9013 -2.6247
C 0.4674 -0.4573 -2.6707
N 0.1361 0.0769 -1.3594
C -1.1365 0.1638 -0.9251
O -2.0946 -0.2718 -1.5481
C -1.4038 0.7606 0.4687
C -0.4488 1.7813 1.0257
N 0.8117 1.9129 0.6375
N 1.3127 2.8901 1.3995
C 0.4021 3.3837 2.2679
C -0.7650 2.6926 2.0637
C -2.0749 2.8545 2.7626
N -1.6094 -0.2952 1.4789
C -0.3919 -1.0612 1.7398
C -0.5420 -1.9218 2.9818
C -1.7144 -2.8775 2.7953
C -1.9298 -3.7394 4.0152
F -2.2209 -3.0126 5.1123
F -2.9426 -4.6094 3.8425
F -0.8341 -4.4670 4.3085
C -2.9713 -2.0897 2.4476
C -2.7297 -1.1973 1.2219
C -4.0560 -0.5152 0.9386
O -4.9036 -0.9883 0.2336
O -4.2226 0.6213 1.6370
C -5.4911 1.2587 1.4450
H 0.2702 -3.9022 -2.1458
H -0.4590 -2.6374 -1.1551
H -0.9841 -2.8467 -2.8150
H 1.8322 -1.9605 -1.9703
H 1.2989 -2.1734 -3.6272
H 1.2343 0.1836 -3.1097
H -0.4278 -0.3877 -3.2895
H 0.8380 0.5747 -0.8290
H -2.3635 1.2642 0.3524
H 2.2665 3.1747 1.2724
H 0.6464 4.1783 2.9531
H -1.9848 3.5457 3.6000
H -2.8365 3.2462 2.0847
H -2.4359 1.8948 3.1308
H -0.1319 -1.7044 0.8825
H 0.4326 -0.3619 1.8740
H 0.3814 -2.4747 3.1594
H -0.7261 -1.2796 3.8463
H -1.4878 -3.5741 1.9809
H -3.8021 -2.7622 2.2318
H -3.2496 -1.4549 3.2926
H -2.5516 -1.8338 0.3446
H -5.4663 2.1549 2.0581
H -5.6325 1.5126 0.3958
H -6.2986 0.6008 1.7611
```

Atomic partial charges in e from the Mulliken method, atoms 1 to 8:
1 C -0.76
2 C -0.40
3 C -1.04
4 N 0.12
5 C -0.53
6 O -0.68
7 C 0.83
8 C -0.15

---

<Q>
Formula: C17H25F3N4O3
Source: the Open Molecules 2025 dataset
Level of theory: the ωB97M-V functional and the def2-TZVPD basis

Output
Structure (SMILES): CCCNC(=O)[C@H](c1n[nH]cc1C)N1CC[C@@H](C(F)(F)F)C[C@H]1C(=O)OC
Kohn-Sham gap in Eh: 0.346

Geometry as XYZ:
```
52
C17H25F3N4O3, DFT the ωB97M-V functional and the def2-TZVPD basis
C 3.0238 -0.4996 -2.8577
C 3.7667 0.4580 -1.9358
C 2.9381 1.6817 -1.5652
N 1.7472 1.3412 -0.7968
C 0.5150 1.3650 -1.3796
O 0.3531 1.5227 -2.5728
C -0.7032 1.1693 -0.4471
C -1.0426 2.4616 0.2324
N -0.1105 3.3504 0.5512
N -0.7797 4.3476 1.1375
C -2.1113 4.1177 1.1986
C -2.3314 2.8921 0.6207
C -3.6243 2.1677 0.4355
N -0.6527 0.0421 0.5149
C 0.0688 0.3437 1.7490
C -0.1561 -0.7070 2.8199
C 0.3714 -2.0278 2.2888
C 0.2344 -3.1450 3.2924
F -1.0483 -3.3767 3.6287
F 0.7311 -4.3048 2.8269
F 0.8925 -2.8693 4.4334
C -0.3477 -2.3647 0.9925
C -0.2443 -1.2442 -0.0579
C -1.0908 -1.6565 -1.2694
O -1.6316 -0.9315 -2.0604
O -1.0671 -2.9945 -1.4319
C -1.7095 -3.4630 -2.6249
H 3.6442 -1.3590 -3.1147
H 2.1113 -0.8719 -2.3883
H 2.7257 0.0011 -3.7796
H 4.0752 -0.0599 -1.0224
H 4.6823 0.8047 -2.4238
H 3.5363 2.3813 -0.9784
H 2.6094 2.1953 -2.4694
H 1.7679 1.5413 0.1878
H -1.5088 0.9545 -1.1410
H -0.2832 5.1648 1.4439
H -2.7895 4.8344 1.6312
H -4.4648 2.7992 0.7213
H -3.7617 1.8783 -0.6078
H -3.6639 1.2549 1.0309
H 1.1609 0.4108 1.5989
H -0.2655 1.3124 2.1101
H 0.3588 -0.4091 3.7343
H -1.2235 -0.7939 3.0353
H 1.4469 -1.9326 2.1006
H 0.0493 -3.2812 0.5661
H -1.4050 -2.5329 1.2117
H 0.7956 -1.2060 -0.4324
H -1.5917 -4.5419 -2.6116
H -2.7628 -3.1897 -2.6212
H -1.2344 -3.0312 -3.5039
```

Atomic partial charges in e from the Mulliken method, atoms 1 to 8:
1 C -0.83
2 C -0.42
3 C -1.00
4 N 0.30
5 C -0.51
6 O -0.65
7 C 1.01
8 C -0.29

---

Relative energy table, unit hartree: <P> 0.0000; <Q> 0.0155

---

<P>
Formula: C5H14OS
Source: the Open Molecules 2025 dataset
Level of theory: the ωB97M-V functional and the def2-TZVPD basis

Output
<S²>: 0.75
Spin multiplicity: 2
Net charge: +1
Kohn-Sham gap (spin up / spin down) in Eh: 0.394 / 0.230

Geometry as XYZ:
```
21
C5H14OS, DFT the ωB97M-V functional and the def2-TZVPD basis
C -2.3095 -1.2995 1.5752
C -1.7856 -0.9127 0.1427
C -0.4878 -0.0417 0.1478
C -0.5586 1.0021 -0.9244
S 1.0589 1.9940 -1.4646
C 2.5714 0.9911 -1.8948
H -2.6718 -2.3494 1.5946
H -1.5597 -1.1149 2.4070
H -3.1907 -0.6799 1.8394
H -2.7498 -0.4383 -0.3005
H -1.6454 -1.8304 -0.4263
H 0.4612 -0.6273 0.1421
H -0.4444 0.3263 1.1510
H -1.1404 0.6072 -1.6593
H -1.2718 1.7867 -0.5960
H 2.8213 1.4323 -2.7876
H 2.1772 -0.1365 -2.0971
H 3.3348 1.1755 -1.1534
H 2.3111 0.5579 0.9240
H 2.6330 -0.0771 2.1198
O 2.4465 -0.3654 1.2605
```

Atomic partial charges in e from the Mulliken method, atoms 1 to 8:
1 C -1.07
2 C -0.56
3 C -0.41
4 C -0.90
5 S 0.30
6 C -0.84
7 H 0.30
8 H 0.31

---

<Q>
Formula: C5H14OS
Source: the Open Molecules 2025 dataset
Level of theory: the ωB97M-V functional and the def2-TZVPD basis

Output
<S²>: 0.75
Spin multiplicity: 2
Net charge: +1
Kohn-Sham gap (spin up / spin down) in Eh: 0.437 / 0.252

Geometry as XYZ:
```
21
C5H14OS, DFT the ωB97M-V functional and the def2-TZVPD basis
C 1.4414 -1.5492 0.7910
C 0.0092 -1.4949 0.2760
C -0.6599 -0.1368 0.3951
C 0.0120 0.9951 -0.3814
S 0.2954 0.5237 -2.0812
C -1.3663 0.5283 -2.7700
H 1.5648 -1.0813 1.7701
H 2.0853 -0.9891 0.1058
H 1.8341 -2.5589 0.8403
H 0.0638 -1.7408 -0.7989
H -0.6445 -2.2447 0.7196
H -1.6805 -0.2411 0.0150
H -0.7368 0.0945 1.4534
H 1.0178 1.1256 0.0171
H -0.5123 1.9436 -0.3210
H -1.7471 1.5421 -2.7215
H -1.2412 0.2360 -3.8127
H -1.9460 -0.2154 -2.2245
H 0.4963 2.2065 3.5107
H 1.2828 1.3156 2.5438
O 0.4316 1.7411 2.6733
```

Atomic partial charges in e from the Mulliken method, atoms 1 to 8:
1 C -1.09
2 C -0.32
3 C -0.67
4 C -0.54
5 S 0.34
6 C -0.80
7 H 0.24
8 H 0.28

---

Relative energy table, unit hartree: <P> 0.0808; <Q> 0.0000

---

<P>
Formula: C6H16NS
Source: the Open Molecules 2025 dataset
Level of theory: the ωB97M-V functional and the def2-TZVPD basis

Output
Net charge: +1
Structure (SMILES): CC[C@@H](S)[N+](C)(C)C
Kohn-Sham gap in Eh: 0.399

Geometry as XYZ:
```
24
C6H16NS, DFT the ωB97M-V functional and the def2-TZVPD basis
C 2.6592 1.3691 -0.1118
C 1.5088 0.3219 0.2722
C 0.1639 0.5432 -0.3260
S 0.2125 0.5294 -2.1397
N -0.9290 -0.4540 0.1443
C -0.7124 -1.8977 -0.2986
C -1.0681 -0.2211 1.5575
C -2.2919 0.0221 -0.3921
H 2.7992 1.5711 -1.2224
H 3.5822 1.0059 0.1673
H 2.3859 2.3484 0.1130
H 1.4041 0.6727 1.3614
H 1.9705 -0.6703 0.2635
H -0.1817 1.6317 -0.1382
H 1.5032 0.2323 -2.3381
H 0.0597 -1.8278 -1.1208
H -0.3377 -2.3990 0.5185
H -1.6021 -2.3343 -0.6830
H -1.0224 0.7837 1.8145
H -1.9545 -0.6744 1.9672
H -0.3049 -0.8352 2.1244
H -2.5715 0.9023 0.1304
H -2.2731 0.1361 -1.5314
H -3.0000 -0.7562 -0.1322
```

Atomic partial charges in e from the Mulliken method, atoms 1 to 8:
1 C -1.35
2 C -0.56
3 C -0.13
4 S -0.09
5 N 0.19
6 C -0.64
7 C -1.08
8 C -1.14

---

<Q>
Formula: C6H16NS
Source: the Open Molecules 2025 dataset
Level of theory: the ωB97M-V functional and the def2-TZVPD basis

Output
Net charge: +1
Structure (SMILES): CC[C@@H](S)[N+](C)(C)C
Kohn-Sham gap in Eh: 0.394

Geometry as XYZ:
```
24
C6H16NS, DFT the ωB97M-V functional and the def2-TZVPD basis
C -2.7643 1.0243 0.0611
C -1.3323 0.9303 -0.4208
C -0.5761 -0.0405 0.3624
S -1.3890 -1.7029 0.0344
N 0.9773 -0.2217 0.0013
C 1.1734 -0.3371 -1.4927
C 1.7586 0.9262 0.4979
C 1.4656 -1.4814 0.6538
H -3.3756 0.1747 -0.1115
H -3.2955 1.8225 -0.4310
H -2.7573 1.1394 1.1079
H -0.9129 1.9283 -0.1422
H -1.4139 0.7672 -1.4768
H -0.7616 0.0769 1.4881
H -1.2241 -2.0742 1.2213
H 1.7409 0.4287 -1.9322
H 1.6669 -1.2521 -1.9379
H 0.1937 -0.3746 -1.9686
H 1.5616 1.0501 1.6448
H 2.9475 0.6722 0.4226
H 1.7181 1.9716 -0.0291
H 1.2636 -1.3320 1.6761
H 0.8698 -2.2929 0.3013
H 2.4656 -1.8032 0.4697
```

Atomic partial charges in e from the Mulliken method, atoms 1 to 8:
1 C -1.57
2 C 0.04
3 C -0.77
4 S -0.05
5 N 0.37
6 C -0.72
7 C -0.93
8 C -1.17

---

Relative energy table, unit hartree: <P> 0.0000; <Q> 0.0149